DFT (the ωB97M-V functional and the def2-TZVPD basis) results for 10 unconnected molecules or ions with the total composition C72H152N8O16 in a non-equilibrium geometry.

Bonds (Å) are listed after each position.
Element x y z (Å)
1 O 6.253 0.338 -2.966  C43 1.258
2 O -1.219 1.510 -8.525  N22 1.388, H176 0.960
3 O -7.615 3.751 -4.254  N17 1.387, H247 0.960
4 O 3.515 -3.735 2.891  C26 1.366, C27 1.465
5 O 1.529 4.828 1.916  N24 1.382, H230 0.960
6 O 1.721 -2.828 -0.561  C42 1.403, C79 1.341
7 O 4.072 0.359 -3.674  C43 1.309, C72 1.376
8 O 4.029 3.825 1.349  N19 1.397, H242 0.960
9 O -3.394 -1.838 -2.930  C29 1.370, C54 1.326
10 O 5.077 -1.526 -3.512  C43 1.321, C94 1.423
11 O -4.691 -3.031 2.640  N18 1.427, H104 0.960
12 O -3.531 -3.934 -2.150  C54 1.202
13 O 3.801 -7.567 -1.912  C36 1.446, C66 1.401
14 O 0.296 -6.887 8.677  N23 1.466, H198 0.960
15 O -0.828 1.446 -1.343  C71 1.414, C77 1.437
16 O -1.550 -2.794 -2.300  C54 1.356, C87 1.427
17 N -6.910 2.978 -5.165  O3 1.387, C51 1.537, C68 1.453
18 N -4.093 -2.809 3.916  O11 1.427, C50 1.522, C76 1.481
19 N 5.099 3.171 1.965  O8 1.397, C31 1.457, C90 1.529
20 N 1.547 0.097 0.176  C45 1.389, C46 1.459, H149 1.010
21 N 4.428 -4.962 0.067  C57 1.471, C62 1.429, H128 1.010
22 N -0.550 2.721 -8.412  O2 1.388, C49 1.447, C89 1.435
23 N 0.390 -6.156 7.409  O14 1.466, C58 1.435, C84 1.519
24 N 0.153 4.856 2.035  O5 1.382, C30 1.545, C39 1.423
25 C 4.850 1.227 0.234  C90 1.631, H212 1.090, H215 1.090, H218 1.090
26 C 4.473 -2.949 3.467  O4 1.366, H127 1.090, H132 1.090, H193 1.090
27 C 4.084 -4.999 2.416  O4 1.465, C62 1.497, H120 1.090, H140 1.090
28 C 4.628 3.839 4.230  C31 1.558, H184 1.090, H207 1.090, H223 1.090
29 C -2.408 -0.935 -3.232  O9 1.370, C87 1.485, H107 1.090, H246 1.090
30 C -0.538 5.816 1.041  N24 1.545, C38 1.538, C48 1.520, C61 1.528
31 C 4.870 2.617 3.294  N19 1.457, C28 1.558, C82 1.533, C92 1.577
32 C -0.878 2.596 -5.846  C49 1.543, H134 1.090, H208 1.090, H226 1.090
33 C -1.245 3.434 -10.731  C89 1.589, H117 1.090, H139 1.090, H142 1.090
34 C -2.494 4.138 -8.683  C89 1.530, H162 1.090, H169 1.090, H241 1.090
35 C 6.721 0.873 2.832  C63 1.558, C92 1.532, H110 1.090, H238 1.090
36 C 4.941 -7.204 -1.101  O13 1.446, C57 1.530, H179 1.090, H235 1.090
37 C -1.400 -7.423 6.322  C58 1.630, H144 1.090, H154 1.090, H187 1.090
38 C -0.128 5.660 -0.434  C30 1.538, H146 1.090, H189 1.090, H201 1.090
39 C -0.319 4.804 3.377  N24 1.423, C41 1.581, C74 1.627, C86 1.495
40 C 1.146 -4.194 8.672  C84 1.570, H106 1.090, H232 1.090, H233 1.090
41 C 0.295 3.502 4.032  C39 1.581, H151 1.090, H175 1.090, H217 1.090
42 C 1.161 -3.990 -1.114  O6 1.403, H159 1.090, H171 1.090, H206 1.090
43 C 5.222 -0.215 -3.429  O1 1.258, O7 1.309, O10 1.321
44 C 1.021 4.971 -8.133  C88 1.515, C96 1.500, H147 1.090, H245 1.090
45 C 0.359 0.659 0.624  N20 1.389, C77 1.538, H150 1.090, H166 1.090
46 C 1.989 -1.058 0.950  N20 1.459, C79 1.543, H99 1.090, H103 1.090
47 C -3.214 -0.706 3.115  C50 1.491, H155 1.090, H180 1.090, H219 1.090
48 C -2.031 5.531 1.053  C30 1.520, C67 1.563, H157 1.090, H248 1.090
49 C 0.024 2.784 -7.085  N22 1.447, C32 1.543, C59 1.596, C96 1.568
50 C -2.819 -1.995 3.750  N18 1.522, C47 1.491, C60 1.579, C85 1.495
51 C -5.828 2.260 -4.341  N17 1.537, C52 1.510, C73 1.504, C83 1.557
52 C -6.510 1.290 -3.407  C51 1.510, H121 1.090, H164 1.090, H165 1.090
53 C 1.347 -4.098 6.155  C84 1.549, C91 1.495, H185 1.090, H213 1.090
54 C -2.884 -2.972 -2.469  O9 1.326, O12 1.202, O16 1.356
55 C -5.909 -3.751 5.191  C76 1.585, H98 1.090, H153 1.090, H203 1.090
56 C -5.753 -1.152 5.062  C76 1.551, H105 1.090, H109 1.090, H172 1.090
57 C 5.213 -5.708 -0.929  N21 1.471, C36 1.530, H183 1.090, H210 1.090
58 C 0.136 -6.890 6.202  N23 1.435, C37 1.630, C70 1.549, C81 1.629
59 C 1.213 1.720 -7.094  C49 1.596, H119 1.090, H137 1.090, H202 1.090
60 C -1.901 -2.721 2.691  C50 1.579, H131 1.090, H182 1.090, H195 1.090
61 C -0.259 7.294 1.310  C30 1.528, H191 1.090, H216 1.090, H225 1.090
62 C 5.106 -4.950 1.324  N21 1.429, C27 1.497, H138 1.090, H174 1.090
63 C 7.042 1.552 1.467  C35 1.558, C90 1.580, H114 1.090, H158 1.090
64 C 2.944 -5.572 7.638  C84 1.632, H163 1.090, H209 1.090, H229 1.090
65 C -5.747 2.596 -7.342  C68 1.605, C93 1.475, H177 1.090, H211 1.090
66 C 3.601 -8.949 -2.025  O13 1.401, H112 1.090, H167 1.090, H168 1.090
67 C -2.645 5.326 2.476  C48 1.563, C86 1.472, H115 1.090, H141 1.090
68 C -6.577 3.618 -6.425  N17 1.453, C65 1.605, C80 1.576, C95 1.579
69 C 6.257 3.134 -0.324  C90 1.496, H173 1.090, H214 1.090, H222 1.090
70 C 0.047 -5.905 5.009  C58 1.549, C91 1.565, H152 1.090, H224 1.090
71 C -1.825 2.344 -1.792  O15 1.414, H97 1.090, H194 1.090, H231 1.090
72 C 3.328 -0.426 -4.526  O7 1.376, C94 1.549, H108 1.090, H116 1.090
73 C -5.004 1.348 -5.207  C51 1.504, C93 1.646, H135 1.090, H196 1.090
74 C 0.083 6.042 4.353  C39 1.627, H122 1.090, H124 1.090, H240 1.090
75 C -4.174 -2.642 6.369  C76 1.526, C78 1.518, H234 1.090, H243 1.090
76 C -4.962 -2.486 5.071  N18 1.481, C55 1.585, C56 1.551, C75 1.526
77 C -0.119 1.885 -0.173  O15 1.437, C45 1.538, H101 1.090, H113 1.090
78 C -2.939 -1.762 6.305  C75 1.518, C85 1.524, H125 1.090, H239 1.090
79 C 1.172 -2.301 0.543  O6 1.341, C46 1.543, H161 1.090, H205 1.090
80 C -5.838 5.009 -6.357  C68 1.576, H186 1.090, H190 1.090, H227 1.090
81 C 1.131 -8.150 5.932  C58 1.629, H133 1.090, H192 1.090, H236 1.090
82 C 3.840 1.505 3.518  C31 1.533, H156 1.090, H181 1.090, H228 1.090
83 C -4.906 3.251 -3.572  C51 1.557, H145 1.090, H188 1.090, H199 1.090
84 C 1.422 -5.042 7.380  N23 1.519, C40 1.570, C53 1.549, C64 1.632
85 C -2.108 -2.068 5.063  C50 1.495, C78 1.524, H136 1.090, H204 1.090
86 C -1.766 4.445 3.262  C39 1.495, C67 1.472, H100 1.090, H197 1.090
87 C -1.191 -1.434 -2.543  O16 1.427, C29 1.485, H148 1.090, H170 1.090
88 C -0.077 5.110 -9.166  C44 1.515, C89 1.660, H118 1.090, H129 1.090
89 C -1.092 3.797 -9.192  N22 1.435, C33 1.589, C34 1.530, C88 1.660
90 C 5.820 2.366 0.883  N19 1.529, C25 1.631, C63 1.580, C69 1.496
91 C 1.264 -4.926 4.913  C53 1.495, C70 1.565, H143 1.090, H178 1.090
92 C 6.238 1.989 3.763  C31 1.577, C35 1.532, H126 1.090, H237 1.090
93 C -4.579 2.025 -6.646  C65 1.475, C73 1.646, H111 1.090, H123 1.090
94 C 3.853 -1.838 -4.167  O10 1.423, C72 1.549, H102 1.090, H244 1.090
95 C -7.959 3.859 -7.148  C68 1.579, H160 1.090, H200 1.090, H221 1.090
96 C 0.597 4.231 -6.899  C44 1.500, C49 1.568, H130 1.090, H220 1.090
97 H -1.937 2.264 -2.873  C71 1.090
98 H -5.517 -4.721 5.498  C55 1.090
99 H 1.891 -0.770 1.997  C46 1.090
100 H -2.189 4.361 4.263  C86 1.090
101 H -0.839 2.341 0.507  C77 1.090
102 H 4.043 -2.329 -5.121  C94 1.090
103 H 3.037 -1.354 0.901  C46 1.090
104 H -5.020 -3.926 2.753  O11 0.960
105 H -6.035 -1.113 4.010  C56 1.090
106 H 1.787 -3.350 8.927  C40 1.090
107 H -2.456 0.060 -2.789  C29 1.090
108 H 3.234 -0.208 -5.590  C72 1.090
109 H -6.635 -1.030 5.691  C56 1.090
110 H 6.115 -0.029 2.739  C35 1.090
111 H -4.072 1.273 -7.250  C93 1.090
112 H 3.182 -9.241 -2.988  C66 1.090
113 H 0.681 2.588 -0.404  C77 1.090
114 H 7.467 0.822 0.779  C63 1.090
115 H -2.702 6.258 3.037  C67 1.090
116 H 2.294 -0.479 -4.186  C72 1.090
117 H -1.487 4.285 -11.367  C33 1.090
118 H 0.539 5.451 -9.998  C88 1.090
119 H 0.762 0.757 -6.857  C59 1.090
120 H 4.517 -5.517 3.272  C27 1.090
121 H -5.948 0.568 -2.814  C52 1.090
122 H -0.461 6.933 4.042  C74 1.090
123 H -3.725 2.691 -6.522  C93 1.090
124 H -0.212 5.778 5.369  C74 1.090
125 H -3.392 -0.772 6.266  C78 1.090
126 H 6.026 1.668 4.783  C92 1.090
127 H 4.633 -3.536 4.372  C26 1.090
128 H 4.065 -4.055 -0.188  N21 1.010
129 H -0.651 5.988 -8.870  C88 1.090
130 H 0.125 4.934 -6.213  C96 1.090
131 H -2.224 -2.644 1.653  C60 1.090
132 H 4.168 -2.005 3.919  C26 1.090
133 H 1.201 -8.840 6.773  C81 1.090
134 H -1.536 1.741 -5.997  C32 1.090
135 H -5.413 0.407 -5.577  C73 1.090
136 H -1.632 -3.038 5.201  C85 1.090
137 H 1.854 1.714 -7.976  C59 1.090
138 H 5.932 -5.658 1.401  C62 1.090
139 H -2.034 2.702 -10.904  C33 1.090
140 H 3.263 -5.615 2.048  C27 1.090
141 H -3.643 4.887 2.492  C67 1.090
142 H -0.360 3.001 -11.196  C33 1.090
143 H 1.353 -4.265 4.052  C91 1.090
144 H -2.021 -7.824 5.521  C37 1.090
145 H -4.207 3.669 -4.296  C83 1.090
146 H -0.614 6.413 -1.054  C38 1.090
147 H 1.279 6.000 -7.881  C44 1.090
148 H -0.974 -0.883 -1.628  C87 1.090
149 H 1.542 -0.301 -0.752  N20 1.010
150 H -0.549 0.082 0.794  C45 1.090
151 H 0.313 2.624 3.386  C41 1.090
152 H -0.767 -5.206 5.201  C70 1.090
153 H -6.397 -3.828 4.219  C55 1.090
154 H -1.313 -8.238 7.040  C37 1.090
155 H -3.585 0.046 3.812  C47 1.090
156 H 2.865 1.940 3.298  C82 1.090
157 H -2.572 6.441 0.795  C48 1.090
158 H 7.882 2.111 1.878  C63 1.090
159 H 1.261 -3.945 -2.198  C42 1.090
160 H -8.716 4.256 -6.472  C95 1.090
161 H 0.109 -2.116 0.387  C79 1.090
162 H -3.006 4.956 -9.190  C34 1.090
163 H 3.336 -6.196 6.835  C64 1.090
164 H -6.888 1.988 -2.660  C52 1.090
165 H -7.336 0.785 -3.908  C52 1.090
166 H 0.497 1.012 1.646  C45 1.090
167 H 4.506 -9.493 -1.755  C66 1.090
168 H 2.774 -8.978 -1.316  C66 1.090
169 H -2.490 4.335 -7.611  C34 1.090
170 H -0.351 -1.386 -3.236  C87 1.090
171 H 0.092 -4.097 -0.929  C42 1.090
172 H -5.253 -0.210 5.285  C56 1.090
173 H 6.965 3.915 -0.045  C69 1.090
174 H 5.584 -3.970 1.339  C62 1.090
175 H -0.244 3.150 4.911  C41 1.090
176 H -0.678 1.104 -9.205  O2 0.960
177 H -5.437 2.956 -8.323  C65 1.090
178 H 2.206 -5.472 4.970  C91 1.090
179 H 4.880 -7.710 -0.137  C36 1.090
180 H -3.766 -0.822 2.182  C47 1.090
181 H 3.860 1.106 4.532  C82 1.090
182 H -0.870 -2.368 2.665  C60 1.090
183 H 5.292 -5.254 -1.917  C57 1.090
184 H 3.692 4.339 3.979  C28 1.090
185 H 0.644 -3.266 6.199  C53 1.090
186 H -4.876 4.683 -5.962  C80 1.090
187 H -2.052 -6.654 6.738  C37 1.090
188 H -5.476 3.912 -2.918  C83 1.090
189 H 0.945 5.695 -0.621  C38 1.090
190 H -5.703 5.599 -7.263  C80 1.090
191 H -0.940 7.647 2.085  C61 1.090
192 H 2.115 -7.832 5.587  C81 1.090
193 H 5.470 -2.830 3.044  C26 1.090
194 H -2.726 2.039 -1.261  C71 1.090
195 H -1.896 -3.797 2.864  C60 1.090
196 H -4.067 1.039 -4.744  C73 1.090
197 H -1.840 3.398 2.969  C86 1.090
198 H -0.634 -6.782 8.887  O14 0.960
199 H -4.267 2.724 -2.863  C83 1.090
200 H -7.851 4.507 -8.018  C95 1.090
201 H -0.473 4.715 -0.852  C38 1.090
202 H 1.917 1.926 -6.287  C59 1.090
203 H -6.686 -3.445 5.892  C55 1.090
204 H -1.317 -1.347 5.269  C85 1.090
205 H 1.255 -2.976 1.395  C79 1.090
206 H 1.700 -4.825 -0.666  C42 1.090
207 H 5.303 4.658 3.980  C28 1.090
208 H -0.332 2.397 -4.924  C32 1.090
209 H 3.605 -4.716 7.780  C64 1.090
210 H 6.272 -5.683 -0.674  C57 1.090
211 H -6.278 1.662 -7.524  C65 1.090
212 H 3.850 1.316 0.658  C25 1.090
213 H 2.355 -3.691 6.070  C53 1.090
214 H 6.952 2.566 -0.942  C69 1.090
215 H 5.145 0.203 0.464  C25 1.090
216 H 0.667 7.511 1.841  C61 1.090
217 H 1.333 3.585 4.355  C41 1.090
218 H 4.795 1.247 -0.855  C25 1.090
219 H -2.336 -0.272 2.636  C47 1.090
220 H 1.489 4.080 -6.290  C96 1.090
221 H -8.341 2.986 -7.679  C95 1.090
222 H 5.526 3.647 -0.949  C69 1.090
223 H 4.526 3.412 5.227  C28 1.090
224 H -0.035 -6.356 4.020  C70 1.090
225 H -0.642 7.816 0.432  C61 1.090
226 H -1.539 3.381 -5.480  C32 1.090
227 H -6.337 5.555 -5.557  C80 1.090
228 H 3.864 0.737 2.744  C82 1.090
229 H 3.141 -6.000 8.621  C64 1.090
230 H 1.717 4.152 1.260  O5 0.960
231 H -1.853 3.375 -1.439  C71 1.090
232 H 1.220 -4.927 9.476  C40 1.090
233 H 0.100 -3.887 8.657  C40 1.090
234 H -3.940 -3.645 6.725  C75 1.090
235 H 5.810 -7.535 -1.669  C36 1.090
236 H 0.844 -8.684 5.026  C81 1.090
237 H 6.898 2.855 3.808  C92 1.090
238 H 7.681 0.465 3.152  C35 1.090
239 H -2.330 -1.867 7.203  C78 1.090
240 H 1.161 6.082 4.198  C74 1.090
241 H -3.189 3.325 -8.896  C34 1.090
242 H 4.120 4.725 1.669  O8 0.960
243 H -4.661 -2.194 7.235  C75 1.090
244 H 3.128 -2.474 -3.658  C94 1.090
245 H 1.900 4.493 -8.566  C44 1.090
246 H -2.219 -0.966 -4.305  C29 1.090
247 H -8.178 3.025 -3.974  O3 0.960
248 H -2.328 4.749 0.354  C48 1.090

Properties
SMILES: CC1(C)CCCC(C)(C)N1O.CC1(C)CCCC(C)(C)N1O.CC1(C)CCCC(C)(C)N1O.CC1(C)CCCC(C)(C)N1O.CC1(C)CCCC(C)(C)N1O.CC1(C)CCCC(C)(C)N1O.COCCNCCOC.COCCNCCOC.O=C1OCCO1.O=C1OCCO1
DFT total energy (Eh): -4475.6889